This record from the Open Molecules 2025 dataset describes a molecular structure, C28H47BiCl3N2O3PSi at a distorted geometry. The level of theory is ωB97M-V with the def2-TZVPD basis set.

Net charge: 0

XYZ file:
```
86
Properties=species:S:1:pos:R:3:forces:R:3
C 2.453502 -2.086431 -7.477840 0.327 -0.129 0.047
C 1.762261 -1.430800 -8.633445 -0.445 0.033 -0.921
H 2.483049 -3.174162 -7.626126 0.067 0.331 0.241
H 1.941055 -1.869448 -6.526514 0.131 -0.030 -0.326
H 3.494644 -1.728741 -7.392409 -0.296 -0.125 0.069
C 1.566363 -2.027858 -9.819719 0.175 0.487 0.740
C 2.168873 -3.340795 -10.193267 -0.081 -0.583 -0.294
H 0.938615 -1.540996 -10.568819 0.413 0.062 0.124
H 2.106004 -4.089588 -9.391073 -0.009 0.182 -0.214
H 3.233287 -3.243891 -10.457280 -0.262 0.039 0.066
H 1.654265 -3.746912 -11.070658 0.151 -0.052 0.143
Bi 0.659717 -0.395748 -0.763454 0.261 -0.055 -0.018
Cl 2.344169 1.312403 0.118475 -0.323 -0.328 -0.351
Cl 1.878802 -1.147645 -2.810550 0.030 0.142 0.437
C -0.164765 2.625668 -2.125213 -0.429 -1.587 -0.195
O -0.711424 1.512906 -1.920602 0.496 1.482 0.233
N -0.722244 3.600207 -2.840535 -0.062 0.135 0.214
C -2.153894 3.622240 -3.153122 0.232 -0.233 -0.216
C 0.132710 4.580151 -3.488048 0.085 0.357 0.310
H 0.848729 2.827399 -1.739774 -0.144 0.008 -0.246
H -2.715157 3.059980 -2.397744 0.276 0.074 -0.249
H -2.337841 3.194353 -4.150694 -0.060 0.089 0.332
H -2.484515 4.666487 -3.149551 0.065 -0.190 -0.005
H 1.148790 4.541376 -3.072708 -0.324 -0.101 -0.107
H -0.264347 5.580889 -3.316399 0.020 0.049 -0.077
H 0.181234 4.391259 -4.562229 0.001 0.010 0.030
H 0.107268 -4.895580 -1.455177 -0.176 0.105 0.057
H -0.579877 -2.791199 -3.060138 -0.207 -0.113 -0.052
C -0.897106 -4.842456 -1.018977 -0.265 -0.094 0.012
C -1.565416 -3.155579 -2.735326 0.285 0.137 0.199
N -1.518494 -3.561738 -1.335126 -0.201 0.320 0.380
H -0.790780 -4.953391 0.064867 -0.093 0.053 -0.232
C -1.820542 -2.683068 -0.359480 0.485 0.899 -0.240
O -1.940430 -1.444421 -0.524015 -0.023 -1.646 -0.030
H -2.292007 -2.344409 -2.834300 0.129 -0.188 -0.075
H -1.912300 -3.143396 0.640841 0.094 0.179 -0.228
H -1.510061 -5.656997 -1.419696 0.144 0.024 0.076
H -1.854666 -4.022843 -3.342173 0.039 0.256 0.122
O -0.009979 -0.247250 -7.642480 -0.097 -0.034 -0.060
C 1.208147 -0.041327 -8.349728 -0.440 -0.098 0.268
C -0.184349 0.817439 -10.311685 0.289 0.197 -0.013
C 1.001180 0.845871 -9.573699 0.246 -0.088 0.397
H -1.012654 0.187608 -9.976284 0.282 0.231 -0.112
C -0.282010 1.591738 -11.471390 0.067 -0.195 0.153
H 1.948413 0.440222 -7.690047 -0.147 0.147 -0.080
C 2.060360 1.678869 -9.959152 -0.408 -0.366 -0.162
H -1.210451 1.580282 -12.036422 0.170 0.022 -0.001
C 0.806707 2.341242 -11.913545 0.052 0.000 0.118
C 1.977329 2.388859 -11.151167 -0.049 0.005 -0.008
H 2.948745 1.725003 -9.325180 -0.167 -0.011 -0.286
H 0.743105 2.892989 -12.850179 0.003 -0.079 0.228
H 2.835372 2.967650 -11.487075 -0.231 0.001 0.033
Si -0.893993 0.572561 -6.503887 -0.017 -0.358 -0.567
Cl 1.448622 -2.493493 0.412953 -0.048 0.073 0.027
C -2.681895 0.192390 -6.888677 -0.052 -0.006 -0.042
C -0.589149 2.401394 -6.697802 0.047 0.306 0.092
C -0.439561 -0.123338 -4.852913 0.046 0.237 0.162
H -2.894049 0.347513 -7.954486 -0.004 -0.003 0.213
H -3.348089 0.840682 -6.303379 0.053 -0.157 -0.103
H -2.909169 -0.852956 -6.641320 -0.002 0.210 -0.065
H -0.525833 -1.215799 -4.855616 -0.017 0.156 -0.091
H -1.045713 0.268030 -4.028875 0.007 -0.035 -0.071
H 0.601528 0.110693 -4.618538 -0.114 -0.014 -0.043
H -0.720142 2.702113 -7.745651 0.008 -0.090 0.177
H 0.426345 2.683374 -6.396397 -0.088 -0.012 -0.030
H -1.300140 2.980654 -6.094500 0.141 -0.043 -0.097
C 1.046121 -0.014061 3.177257 0.288 0.580 0.527
P -0.740082 -0.235255 3.515767 -0.779 -1.061 -0.550
C -1.558426 0.718813 2.173781 0.490 -0.051 0.059
C -1.047030 0.875169 4.914033 -0.730 0.272 0.177
C -1.755333 0.265195 5.977221 1.000 0.462 0.163
C -1.531839 0.749273 7.263635 -0.253 0.383 0.107
C -0.793893 1.926986 7.451940 -0.302 0.092 0.164
C -0.417083 2.693911 6.348976 -0.121 0.319 -0.158
C -0.566912 2.192339 5.056621 0.174 -0.836 0.517
H 1.334013 -0.484359 2.222793 -0.142 0.224 0.516
H 1.642298 -0.485813 3.992558 -0.449 0.290 -0.579
H 1.252368 1.070853 3.170195 0.305 -0.462 -0.222
H -2.594851 0.854336 2.511443 0.273 0.152 -0.323
H -1.020125 1.667880 2.073394 -0.393 0.110 -0.248
H -1.549356 0.153941 1.232199 -0.146 0.210 0.197
H -2.412104 -0.594095 5.796717 0.696 0.101 0.072
H -1.946928 0.215578 8.119245 0.094 0.210 -0.159
H -0.589749 2.298301 8.464213 -0.129 -0.210 -0.457
H -0.004213 3.699453 6.469621 -0.067 -0.382 0.146
H -0.267629 2.795819 4.194407 0.156 -0.399 0.259
```
Forces are in eV/Å.

=====

This record from the Open Molecules 2025 dataset describes a molecular structure, C13H23CdFO3 at a distorted geometry. The level of theory is ωB97M-V with the def2-TZVPD basis set.

Net charge: +2

XYZ file:
```
41
Properties=species:S:1:pos:R:3:forces:R:3
C 0.852671 -1.568957 4.805387 0.003 -0.116 0.147
O 0.401749 -2.463699 3.800704 0.102 -0.037 -0.332
C -0.978014 -2.484819 3.565853 -0.027 0.019 0.110
C -1.526904 -1.172170 2.965792 -0.290 -0.103 -0.136
C -1.988904 -1.320902 1.495747 0.311 0.185 0.132
C -1.263525 -0.325946 0.579147 -0.109 0.220 0.077
C -1.593585 -0.623477 -0.884874 0.940 -0.738 -0.142
C -0.476832 -0.992574 -1.868574 0.203 0.208 0.019
C 0.343543 0.118247 -2.570298 -0.462 0.349 0.541
C 1.347765 -0.496209 -3.562670 -0.190 -1.431 -0.680
O 1.179364 -1.532505 -4.148735 0.147 1.460 0.478
O 2.437224 0.292576 -3.625587 -0.055 -0.234 0.424
C 2.606269 0.877638 -2.315812 -0.197 0.081 -0.365
C 1.175075 1.198781 -1.829040 -0.320 0.177 -0.084
C 0.809115 2.630498 -2.260197 0.972 -0.761 -0.248
C 1.480655 3.747427 -1.499501 -0.225 -0.027 0.164
F -0.674051 2.793120 -2.092013 -0.609 0.038 -0.003
H 1.478501 -0.790048 4.365117 -0.047 0.041 -0.015
H 1.458048 -2.132829 5.514627 0.004 0.026 0.008
H 0.021309 -1.111075 5.342683 -0.025 0.040 0.035
H -1.146182 -3.311211 2.874234 0.012 -0.032 0.051
H -1.525867 -2.724696 4.484088 0.055 0.065 0.079
H -0.760058 -0.401253 3.039659 0.101 -0.006 0.063
H -2.371667 -0.819403 3.558259 0.028 0.038 -0.005
H -3.063745 -1.152620 1.429832 -0.076 -0.118 -0.117
H -1.772663 -2.328448 1.139533 -0.095 -0.082 -0.014
H -0.185801 -0.409767 0.723211 0.100 0.041 -0.084
H -1.539918 0.688247 0.874686 0.043 0.029 -0.008
H -2.393269 -1.362600 -0.927489 -0.254 0.244 -0.267
H -2.046113 0.382034 -1.326703 -0.192 -0.661 0.921
H 0.170909 -1.658408 -1.288359 0.177 0.013 -0.075
H -0.865502 -1.591076 -2.694656 -0.054 -0.116 0.142
H -0.375338 0.661484 -3.229167 -0.038 -0.175 -0.152
H 3.263660 1.735984 -2.427700 -0.002 -0.028 0.081
H 3.047671 0.132833 -1.656044 0.216 0.074 -0.004
H 1.140647 1.111878 -0.744417 -0.144 0.054 0.092
H 0.956588 2.730049 -3.338651 -0.310 -0.007 0.059
H 1.942143 4.467063 -2.171171 -0.064 0.013 -0.009
H 0.742897 4.271344 -0.890312 0.061 0.037 0.014
H 2.241784 3.357125 -0.826013 0.006 -0.027 0.025
Cd -2.549651 1.578362 -2.380573 0.302 1.248 -0.923
```
Forces are in eV/Å.

=====

This record from the Open Molecules 2025 dataset describes a gas-phase ion, C3H7NO (charge -1) at a distorted geometry. The level of theory is ωB97M-V with the def2-TZVPD basis set.

2S+1: 2
Net charge: -1
Energy relative to the best compared isomer or geometry (same formula, charge and spin): 24.8 kcal/mol

XYZ file:
```
12
Properties=species:S:1:pos:R:3:forces:R:3
C 0.667423 0.722738 -0.072866 0.042 -2.992 4.350
C -0.311819 -0.528822 0.100440 -1.971 -0.342 1.138
C -0.179270 -1.803859 -0.736055 0.485 1.573 2.059
O -0.074654 -1.550296 -1.955593 0.073 -0.295 -2.710
N 0.187084 1.823413 0.737460 -1.119 -0.429 2.762
H 0.698957 0.937012 -1.042323 0.119 1.151 -4.083
H 1.730400 0.477350 0.261703 -1.295 0.033 -0.343
H -1.425590 -0.097696 -0.183405 2.132 -0.340 0.412
H -0.427300 -0.739243 1.233551 0.393 0.182 -1.355
H 0.047963 -2.801505 -0.319626 -0.055 0.197 0.327
H -0.255014 1.359609 1.640029 1.367 1.144 -2.072
H -0.658178 2.201294 0.336683 -0.171 0.118 -0.486
```
Forces are in eV/Å.

=====

Calculated total energy? In order: -99499.325; -27256.800; -6759.763 eV.